(A)
Entry from the OMol25 dataset: a molecular structure, C42H52Cl3CsGe2N5O2S3Si (ωB97M-V/def2-TZVPD).

Structure (XYZ):
```
111
Properties=species:S:1:pos:R:3:mulliken_charge:R:1
Cs -1.32001 1.44553 -0.92073 1.567
N -0.09709 1.99445 4.70028 -0.256
C -0.65475 1.31439 3.62891 -0.414
S 0.34051 1.46880 2.11272 -0.100
N -1.73997 0.67199 3.75306 -0.705
N -2.22497 -0.01453 2.69923 0.132
C -3.30179 -0.75904 2.86573 0.166
C -4.01693 -0.94977 4.12567 0.396
C -3.35735 -1.03567 5.36096 -0.150
C -4.07048 -1.15158 6.53593 -0.739
C -5.45832 -1.18747 6.52667 -0.398
C -6.12740 -1.09481 5.31380 -0.732
C -5.42234 -0.97555 4.13770 -0.308
C -3.79601 -1.41255 1.67453 0.007
C -4.49633 -2.63938 1.74616 -0.770
C -4.87108 -3.27132 0.58712 -0.718
C -4.56459 -2.68296 -0.64149 -0.622
C -3.89220 -1.46899 -0.61885 -0.013
N -3.51639 -0.85448 0.47887 -0.011
H 0.38021 2.83869 4.41344 0.241
H -0.76145 2.14169 5.44906 0.270
H -2.27864 -1.01609 5.38777 0.455
H -3.54312 -1.22851 7.47958 0.377
H -6.01406 -1.27579 7.45149 0.357
H -7.20998 -1.11599 5.28998 0.352
H -5.95698 -0.87011 3.20300 0.501
H -4.72070 -3.08386 2.70719 0.480
H -5.39421 -4.22051 0.61902 0.381
H -4.83551 -3.16190 -1.57214 0.404
H -3.64416 -0.96719 -1.54649 0.244
O -0.08380 -1.69237 -0.74604 -0.346
S -0.22360 -3.13072 -0.96089 0.089
C -1.25783 -3.34998 -2.49234 -0.093
C -0.61738 -2.70343 -3.70096 0.278
C -1.57218 -2.55556 -4.88642 -1.105
C -2.72040 -1.59511 -4.63803 -0.959
S -2.32094 0.18957 -4.08025 -0.115
O -1.53559 -0.03113 -2.86470 -0.581
C -1.14509 0.39273 -5.44032 0.366
C 0.21412 0.37028 -5.19707 -0.022
C 1.10925 0.48474 -6.24487 -0.726
C 0.64447 0.61921 -7.54210 -0.507
C -0.71958 0.66109 -7.78149 -0.666
C -1.61483 0.55313 -6.73219 -0.174
C 1.33258 -3.64195 -1.72976 0.206
C 1.58250 -4.98104 -2.01910 -0.327
C 2.76950 -5.33463 -2.63005 -0.620
C 3.71464 -4.36202 -2.93796 -0.414
C 3.46842 -3.02667 -2.62222 -1.017
C 2.28242 -2.67319 -2.01688 -0.119
H -2.19629 -2.86712 -2.22807 -0.281
H -1.41400 -4.42308 -2.61076 0.529
H 0.25008 -3.29104 -4.01788 0.462
H -0.27604 -1.71502 -3.39953 -0.510
H -1.97306 -3.54505 -5.15053 0.497
H -0.99609 -2.20062 -5.74430 0.344
H -3.37451 -1.96420 -3.85082 0.435
H -3.31181 -1.47613 -5.54455 0.510
H 0.55536 0.26532 -4.17926 0.200
H 2.17033 0.46797 -6.04475 0.448
H 1.33964 0.70002 -8.36790 0.370
H -1.08970 0.77976 -8.79066 0.372
H -2.67992 0.60060 -6.90507 0.401
H 0.83775 -5.72699 -1.77899 0.410
H 2.96229 -6.37144 -2.88194 0.365
H 4.64110 -4.64554 -3.41777 0.377
H 4.19814 -2.26841 -2.86362 0.492
H 2.05787 -1.64768 -1.76911 0.554
C 3.55768 1.35871 2.71419 -1.231
Si 2.02593 0.21611 2.59783 0.643
C 2.34673 -1.06029 1.22186 -0.577
C 1.63152 -0.66314 4.23730 0.268
C 1.98460 -0.14497 5.47856 -0.270
C 1.57028 -0.74864 6.65202 -0.572
C 0.78748 -1.88885 6.60728 -0.449
C 0.42536 -2.41768 5.38126 -0.606
C 0.83896 -1.80639 4.21238 -0.193
H 4.39681 0.87591 3.20499 0.485
H 3.33254 2.27735 3.24651 0.246
H 3.87915 1.64417 1.71584 0.328
H 3.09317 -1.79901 1.50661 0.573
H 2.69663 -0.55388 0.32476 0.219
H 1.43125 -1.57923 0.95531 -0.368
H 2.58547 0.75073 5.52870 0.315
H 1.85609 -0.33258 7.60941 0.381
H 0.46633 -2.36568 7.52399 0.362
H -0.18320 -3.30979 5.33772 0.377
H 0.53134 -2.21408 3.26192 0.232
Cl -1.14880 4.59098 0.00468 -0.489
Ge 0.40298 4.21756 -1.60353 0.082
Cl 0.75674 6.42719 -2.17375 -0.524
Cl -2.01615 2.67469 -3.87030 -0.614
N 2.46683 1.72477 -3.00249 0.288
C 3.34170 0.97352 -3.09257 -0.442
H 1.70160 2.37303 -2.93329 0.108
C 4.77911 5.07203 1.27161 -1.305
Ge 3.30231 5.52491 -0.02329 0.371
C 4.29654 5.91163 -1.71156 -1.165
C 2.53588 7.22363 0.66408 -1.071
C 1.99487 4.07893 -0.18925 -0.133
H 5.46132 5.91301 1.36260 0.392
H 5.35506 4.21412 0.93850 0.347
H 4.39698 4.84771 2.26219 0.334
H 5.04017 6.69016 -1.55422 0.367
H 3.61217 6.24456 -2.48314 0.349
H 4.81325 5.02540 -2.07282 0.354
H 3.30738 7.97470 0.82166 0.366
H 2.01997 7.06087 1.60630 0.331
H 1.81608 7.60954 -0.04719 0.333
H 1.52237 3.93120 0.78465 0.056
H 2.54582 3.15533 -0.41632 -0.016
```

Summary:
LUMO (alpha / beta) = 3.4 / 3.4 eV
multiplicity = 2
charge = -2
<S²> = 0.78
E_HOMO (alpha / beta) = 0.00371 / -0.09045 Eh



(B)
Entry from the OMol25 dataset: a molecular structure, C42H52Cl3CsGe2N5O2S3Si (ωB97M-V/def2-TZVPD).

Structure (XYZ):
```
111
Properties=species:S:1:pos:R:3:mulliken_charge:R:1
Cs -0.32359 -0.58045 -1.01574 1.004
N -4.82093 1.00686 -2.99404 -0.524
C -3.45561 1.08928 -2.67457 -0.119
S -2.35819 0.37328 -3.79432 -0.191
N -3.24349 1.76392 -1.58222 -1.169
N -1.92394 1.85340 -1.17192 1.490
C -1.58822 2.96144 -0.62660 -0.635
C -2.54002 4.11425 -0.58729 -0.543
C -2.92306 4.74933 -1.76579 0.197
C -3.80961 5.81477 -1.73631 -0.802
C -4.33559 6.25612 -0.52772 -0.308
C -3.96304 5.62536 0.65065 -0.749
C -3.06603 4.56497 0.61830 0.386
C -0.20249 3.15156 -0.07129 -0.340
C 0.19291 4.45736 0.24448 -1.034
C 1.43931 4.59346 0.91565 -0.934
C 2.27904 3.54285 1.05054 -0.811
C 1.96722 2.24093 0.35575 2.371
N 0.54475 2.06992 0.07221 0.746
H -5.03655 0.24281 -3.61263 0.285
H -5.41808 1.10369 -2.18558 0.216
H -2.52571 4.38790 -2.70625 0.460
H -4.09775 6.29744 -2.66290 0.361
H -5.03182 7.08696 -0.50635 0.365
H -4.36520 5.96275 1.59954 0.353
H -2.75538 4.08271 1.53775 0.422
H -0.45958 5.30382 0.10125 0.422
H 1.69993 5.54710 1.37039 0.336
H 3.18593 3.63503 1.64333 0.450
H 2.27614 1.42059 1.02559 -2.774
O 1.00919 -1.05677 1.15642 -0.199
S 2.41759 -1.05227 1.63946 0.274
C 2.70261 -2.69398 2.35258 -0.939
C 1.80555 -3.10126 3.51991 -1.226
C 0.29355 -3.02415 3.28157 0.538
C -0.19825 -4.03798 2.25490 -0.966
S -1.75663 -3.68741 1.35575 0.061
O -1.37793 -2.83934 0.20340 -0.247
C -2.52522 -2.59038 2.55195 0.224
C -2.50489 -1.22165 2.33060 -0.753
C -3.10407 -0.37930 3.25747 -0.628
C -3.71205 -0.90504 4.38848 -0.611
C -3.73560 -2.27945 4.59485 -0.511
C -3.14754 -3.12829 3.66945 -0.525
C 2.40071 -0.07016 3.14491 0.416
C 1.28944 0.73629 3.34061 0.124
C 1.25809 1.58233 4.44053 -0.879
C 2.32317 1.61527 5.32871 -0.666
C 3.44169 0.82057 5.10673 -0.669
C 3.49061 -0.01750 4.00336 -0.774
H 3.75522 -2.72122 2.65013 0.558
H 2.61681 -3.33223 1.47102 0.616
H 2.04972 -2.46584 4.37479 0.360
H 2.08114 -4.12192 3.81265 0.508
H 0.02250 -2.01734 2.97337 -0.386
H -0.21175 -3.20990 4.23303 0.510
H -0.32119 -5.03125 2.69639 0.470
H 0.49239 -4.13524 1.41272 0.335
H -2.02786 -0.81407 1.44762 0.718
H -3.09207 0.68912 3.08331 0.621
H -4.17849 -0.24374 5.10791 0.381
H -4.22092 -2.69044 5.47155 0.367
H -3.17581 -4.20361 3.81253 0.406
H 0.49984 0.73805 2.59610 0.580
H 0.40755 2.23740 4.57876 0.490
H 2.29849 2.28406 6.18017 0.365
H 4.28624 0.87011 5.78302 0.393
H 4.37889 -0.60765 3.80757 0.387
C 0.28313 -4.52965 -3.82929 -1.000
Si -1.00377 -3.14407 -3.87157 0.304
C -1.25333 -2.58947 -5.64649 -0.919
C -2.57576 -3.71066 -3.01540 0.599
C -2.60970 -4.90960 -2.29394 -0.285
C -3.73465 -5.29196 -1.57548 -0.563
C -4.85853 -4.47681 -1.55854 -0.513
C -4.84456 -3.28065 -2.26646 -0.561
C -3.71880 -2.90093 -2.98250 -0.218
H -0.07240 -5.41785 -4.36606 0.411
H 0.54986 -4.82152 -2.81147 0.207
H 1.18825 -4.17200 -4.32566 0.254
H -1.65337 -3.41849 -6.24242 0.366
H -0.29330 -2.28847 -6.07114 0.188
H -1.94063 -1.74424 -5.70074 0.252
H -1.73725 -5.55510 -2.28414 0.272
H -3.73102 -6.22454 -1.02171 0.382
H -5.73536 -4.76672 -0.99081 0.356
H -5.70959 -2.62749 -2.24615 0.367
H -3.69480 -1.94145 -3.49203 0.061
Cl 1.32669 0.80494 -7.55730 -0.482
Ge 1.36466 0.56572 -5.28949 0.531
Cl 3.20551 1.87504 -4.92225 -0.459
Cl 2.59785 -1.56697 -5.27736 -0.627
N 2.78362 -2.23762 -2.30256 0.522
C 2.85959 -2.61084 -1.20813 -0.550
H 2.75474 -1.94284 -3.29815 -0.012
C 5.68300 1.10934 -2.03728 -1.170
Ge 4.71626 2.18954 -0.71023 0.672
C 5.36139 4.04381 -0.87244 -1.307
C 5.23536 1.47487 1.06251 -1.133
C 2.78162 2.00478 -0.93654 -0.195
H 6.75996 1.28468 -1.96932 0.381
H 5.34741 1.34359 -3.04872 0.273
H 5.49340 0.04720 -1.86547 0.294
H 6.42091 4.11265 -0.61308 0.401
H 4.78588 4.70184 -0.22124 0.400
H 5.23321 4.38771 -1.90060 0.360
H 6.28013 1.70919 1.28572 0.511
H 5.12518 0.38703 1.05076 0.160
H 4.61135 1.87471 1.86234 0.254
H 2.61405 0.97478 -1.28339 0.179
H 2.43174 2.66532 -1.73399 0.378
```

Summary:
LUMO (alpha / beta) = 3.0 / 3.0 eV
multiplicity = 2
charge = -2
<S²> = 0.75
E_HOMO (alpha / beta) = -0.03235 / -0.03235 Eh



Which one is most stable, and which one is least stable? (A) is the most stable of them, while (B) is the least stable.



(A)
Entry from the OMol25 dataset: C4H3N3O in the gas phase (ωB97M-V/def2-TZVPD).

Structure (XYZ):
```
11
Properties=species:S:1:pos:R:3:mulliken_charge:R:1
C 0.30117 1.05357 0.49065 0.413
C -0.54683 -1.13707 1.08207 -0.102
C -0.84709 -1.25944 -0.37900 0.021
C 0.36568 0.42911 -0.86728 0.671
H 1.38263 2.32927 -0.46421 0.385
H -1.15086 -1.80375 1.74328 0.327
H -1.58407 -2.07351 -0.72376 0.324
N 0.97115 2.22782 0.64510 -0.570
N -0.05313 0.08612 1.41215 -0.448
N -0.34094 -0.61006 -1.35409 -0.420
O 1.50229 0.75794 -1.58490 -0.599
```

Summary:
LUMO = -2.7 eV
multiplicity = 1
E_HOMO = -0.37224 Eh



(B)
Entry from the OMol25 dataset: C4H3N3O in the gas phase (ωB97M-V/def2-TZVPD).

Structure (XYZ):
```
11
Properties=species:S:1:pos:R:3:mulliken_charge:R:1
C -1.14074 -0.08527 -0.23338 0.342
C -0.27429 1.07687 0.02227 -0.223
C 1.05810 1.05815 0.14139 -0.171
C -0.62248 -1.31716 0.38173 0.048
H -0.79133 2.03820 0.09643 0.332
H 1.68130 1.94314 0.46573 0.383
H -1.30574 -1.92482 1.01555 0.393
N 1.79132 0.02730 -0.47835 -0.145
N 1.29476 -1.07098 -0.83015 -0.313
N 0.56036 -1.68578 0.10998 -0.123
O -2.25128 -0.05964 -0.69121 -0.524
```

Summary:
LUMO = -1.3 eV
multiplicity = 1
E_HOMO = -0.34900 Eh



Which one is most stable, and which one is least stable? (B) is the most stable of them, while (A) is the least stable.



(A)
Entry from the OMol25 dataset: C4H3N3O in the gas phase (ωB97M-V/def2-TZVPD).

Structure (XYZ):
```
11
Properties=species:S:1:pos:R:3:mulliken_charge:R:1
C -1.95930 0.01306 0.07380 0.111
C -0.00886 0.82018 -0.06416 0.431
C 1.32788 1.11821 0.02086 -0.525
C 1.28714 -1.08819 0.05136 0.139
H -3.04386 -0.19830 0.14533 0.358
H 1.68946 2.12203 -0.05120 0.375
H 1.62693 -2.16362 -0.04130 0.324
N -1.34198 1.16476 -0.00543 -0.510
N 2.04899 -0.02780 0.03236 -0.626
N 0.07454 -0.57630 -0.05582 0.274
O -1.20307 -1.10804 -0.04273 -0.350
```

Summary:
LUMO = 0.8 eV
multiplicity = 1
E_HOMO = -0.32222 Eh



(B)
Entry from the OMol25 dataset: C4H3N3O in the gas phase (ωB97M-V/def2-TZVPD).

Structure (XYZ):
```
11
Properties=species:S:1:pos:R:3:mulliken_charge:R:1
C -1.25739 -0.15162 0.02961 0.362
C -0.67003 1.15752 -0.28397 0.077
C 1.54080 0.55972 0.37560 0.103
C -0.39918 -1.37601 -0.27263 0.034
H -1.37224 1.92568 -0.59819 0.380
H 2.25283 1.21812 0.91535 0.345
H -0.94267 -2.23984 -0.68261 0.374
N 0.58176 1.38485 -0.27918 -0.485
N 1.73891 -0.70753 0.46257 -0.361
N 0.85045 -1.50748 -0.28232 -0.332
O -2.32324 -0.26340 0.61576 -0.499
```

Summary:
LUMO = -1.3 eV
multiplicity = 1
E_HOMO = -0.37016 Eh



Which one is most stable, and which one is least stable? (A) is the most stable of them, while (B) is the least stable.



(A)
Entry from the OMol25 dataset: C4H3N3O in the gas phase (ωB97M-V/def2-TZVPD).

Structure (XYZ):
```
11
Properties=species:S:1:pos:R:3:mulliken_charge:R:1
C 0.86032 -0.27598 -1.81083 -0.057
C 0.44711 0.01207 -0.42115 0.651
C 0.66517 -0.63779 0.80908 -0.188
C -1.21526 0.59773 1.75796 0.117
H 0.84879 0.75589 -2.58095 0.266
H 1.47611 -1.30819 1.15475 0.379
H -1.65521 0.82114 2.77634 0.344
N -0.04547 -0.20575 1.92433 -0.452
N -1.53608 1.25999 0.62092 -0.388
N -0.62404 0.91527 -0.44401 -0.198
O 1.27816 -1.52894 -2.25864 -0.476
```

Summary:
LUMO = -1.5 eV
multiplicity = 1
E_HOMO = -0.38845 Eh



(B)
Entry from the OMol25 dataset: C4H3N3O in the gas phase (ωB97M-V/def2-TZVPD).

Structure (XYZ):
```
11
Properties=species:S:1:pos:R:3:mulliken_charge:R:1
C 0.32625 0.85868 -0.63156 0.314
C -0.11741 -1.33966 -0.57472 -0.009
C 0.69812 0.23037 0.76979 0.387
C -0.40141 0.80784 1.48952 0.012
H -0.72843 -0.21786 -2.15862 0.157
H -0.70375 -2.17118 -0.96024 0.325
H 1.69104 0.46320 1.09679 0.378
N -0.38283 -0.07332 -1.29288 -0.101
N 0.26984 -1.15625 0.59640 -0.496
N -1.34906 0.51519 2.45966 -0.365
O 0.69764 2.08297 -0.79412 -0.603
```

Summary:
LUMO = -0.3 eV
multiplicity = 1
E_HOMO = -0.36869 Eh



Which one is most stable, and which one is least stable? (B) is the most stable of them, while (A) is the least stable.



(A)
Entry from the OMol25 dataset: 2 unconnected molecules or ions with the total composition C2H10NO (ωB97M-V/def2-TZVPD).

Structure (XYZ):
```
14
Properties=species:S:1:pos:R:3:mulliken_charge:R:1
C -1.21946 1.78305 -1.30873 -0.565
O -0.90808 0.59162 -0.54936 -0.562
H -1.35503 0.58056 0.30948 0.301
H -0.36064 1.94890 -1.95542 0.258
H -2.12750 1.60464 -1.84343 0.263
H -1.33940 2.67247 -0.69880 0.283
C 0.80609 -1.10804 1.49942 -0.850
N 1.08992 -1.21586 0.03220 -0.222
H 2.05833 -0.92399 -0.10539 0.385
H 0.98214 -2.17947 -0.28675 0.379
H 0.47858 -0.60569 -0.55263 0.270
H 1.33281 -1.90070 2.00738 0.357
H -0.27277 -1.20253 1.70326 0.318
H 0.83503 -0.04495 1.74876 0.386
```

Summary:
LUMO = -3.5 eV
multiplicity = 1
charge = +1
E_HOMO = -0.55389 Eh



(B)
Entry from the OMol25 dataset: 2 unconnected molecules or ions with the total composition C2H10NO (ωB97M-V/def2-TZVPD).

Structure (XYZ):
```
14
Properties=species:S:1:pos:R:3:mulliken_charge:R:1
C 1.27506 1.19626 0.27773 -0.772
N 1.56594 -0.22740 0.01633 -0.245
H 1.22641 -0.79831 0.81364 0.338
H 1.16887 -0.46288 -0.90553 0.285
H 2.54968 -0.44280 0.08538 0.360
H 1.95671 1.67164 1.00805 0.343
H 0.07670 1.20034 0.53447 0.333
H 1.23682 1.83359 -0.58664 0.337
C -1.76089 -0.66367 -0.75000 -0.514
O -1.14139 -0.23123 0.47674 -0.507
H -1.65728 -0.51716 1.24489 0.296
H -1.94217 -1.75802 -0.70814 0.302
H -0.98394 -0.49586 -1.52142 0.190
H -2.62786 -0.01624 -0.99985 0.254
```

Summary:
LUMO = -3.7 eV
multiplicity = 1
charge = +1
E_HOMO = -0.55487 Eh



Which one is most stable, and which one is least stable? (A) is the most stable of them, while (B) is the least stable.